No. 1
This record from OMol25 describes a cluster of 2 separate species, C6H13NO in total. The level of theory is ωB97M-V with the def2-TZVPD basis set.

For the total energy, the calculation gives -366.32926 Ha. The value obtained for the HOMO energy is -7.7 eV. Its HOMO-LUMO gap is 0.315 Eh.

CARTESIAN COORDINATES (ANGSTROEM)
C 0.09993 1.64903 -2.22855
C -0.67607 1.50286 -1.15657
C -0.22163 0.93244 0.13076
N 1.01237 1.36411 0.57214
C -0.83879 -0.19980 0.51258
C -0.57086 -0.78041 1.87926
C 0.54420 -1.87236 1.87449
H 0.03034 2.32138 -3.06309
H 1.11574 1.24133 -2.23759
H -1.57975 2.12560 -1.18333
H 1.49591 1.02752 1.38979
H 1.37001 2.29775 0.43224
H -1.81920 -0.35071 0.09434
H -0.11653 0.02938 2.46051
H -1.45653 -1.24759 2.30244
H 1.11128 -1.86183 2.81156
H 0.13936 -2.88540 1.76517
H 1.24053 -1.66330 1.06574
O 0.03827 -1.74966 -1.59119
H 0.59670 -1.77901 -0.81612
H 0.46917 -2.11394 -2.38372

Here are the Mulliken charges for atoms 1 to 4, given in e: atom 1 (C): -0.77, atom 2 (C): -0.32, atom 3 (C): 0.70, atom 4 (N): -0.42


No. 2
This record from OMol25 describes an isolated molecule of C30H31N3O3S. The level of theory is ωB97M-V with the def2-TZVPD basis set.

For the total energy, the calculation gives -1949.98784 Ha. The value obtained for the HOMO energy is -8.2 eV. Its HOMO-LUMO gap is 0.310 Eh.

CARTESIAN COORDINATES (ANGSTROEM)
C 0.54678 -2.06337 2.26494
C 0.68384 -1.87212 0.78493
C -0.43519 -1.76914 -0.03077
C -0.29284 -1.55937 -1.39133
C 0.96583 -1.45045 -1.95363
C 2.09680 -1.55516 -1.15612
C 3.47217 -1.40412 -1.75977
N 4.27720 -0.45547 -0.99906
C 3.85072 0.83967 -1.11197
O 2.95947 1.14510 -1.88047
C 4.53271 1.85976 -0.27765
C 3.87949 2.86075 0.32309
C 2.42225 2.89620 0.38640
C 1.71492 4.07010 0.13724
C 0.33421 4.05716 0.09901
C -0.36458 2.87315 0.30723
C -1.85211 2.85836 0.18090
O -2.57113 3.75138 0.58027
N -2.31793 1.75126 -0.44898
C -3.72035 1.48626 -0.65118
C -4.12886 0.17830 0.03673
N -5.56805 0.01128 0.06426
C -5.99648 -0.94521 1.07127
C -7.52404 -0.97087 1.11716
O -8.06900 -1.32552 -0.13131
C -7.64525 -0.41992 -1.12194
C -6.12058 -0.37300 -1.22368
C 0.33665 1.71784 0.63857
C 1.71277 1.73341 0.68579
S 6.29358 1.76467 -0.31527
C 6.42117 0.03620 0.04699
C 7.57665 -0.39911 0.67960
C 7.72068 -1.72210 1.04773
C 6.68338 -2.60722 0.80821
C 5.53509 -2.18166 0.16762
C 5.38817 -0.86007 -0.25639
C 1.94258 -1.76162 0.20791
H 1.30338 -2.75022 2.63872
H 0.67930 -1.10999 2.77852
H -0.43680 -2.45123 2.51859
H -1.42152 -1.85088 0.40507
H -1.16873 -1.47762 -2.01945
H 1.07189 -1.27330 -3.01273
H 3.99473 -2.35955 -1.81681
H 3.37006 -1.00357 -2.77345
H 4.43268 3.67223 0.77592
H 2.25449 4.98353 -0.06506
H -0.22101 4.95789 -0.11489
H -1.65789 1.07382 -0.79839
H -4.27165 2.31843 -0.20879
H -3.93508 1.44526 -1.72383
H -3.77857 0.22350 1.07153
H -3.62547 -0.67377 -0.45866
H -5.61135 -0.63295 2.04401
H -5.62517 -1.96251 0.84937
H -7.87671 -1.71777 1.83048
H -7.88785 0.02371 1.41454
H -8.08414 -0.76335 -2.06026
H -8.01696 0.58896 -0.88899
H -5.83796 0.36566 -1.97385
H -5.74690 -1.36483 -1.53960
H -0.19270 0.80503 0.86997
H 2.24874 0.83436 0.95324
H 8.35611 0.31982 0.87849
H 8.62478 -2.05346 1.53332
H 6.76439 -3.63770 1.11843
H 4.74156 -2.89337 0.00276
H 2.81365 -1.83151 0.84548

Here are the Mulliken charges for atoms 1 to 4, given in e: atom 1 (C): -1.65, atom 2 (C): 0.40, atom 3 (C): -0.52, atom 4 (C): -0.73


No. 3
This record from OMol25 describes an isolated molecule of C6H12O. The level of theory is ωB97M-V with the def2-TZVPD basis set.

For the total energy, the calculation gives -311.00900 Ha. The value obtained for the HOMO energy is -10.1 eV. Its HOMO-LUMO gap is 0.411 Eh.

CARTESIAN COORDINATES (ANGSTROEM)
C -1.93526 -0.94307 -0.64923
C -0.76204 -0.07794 -0.17532
C -1.14282 1.07326 0.78391
C 0.27776 -0.81582 0.64586
O 1.33924 -1.61216 0.15054
C 1.65548 -0.33140 0.70434
C 2.20962 0.64974 -0.29566
H -2.67482 -0.33562 -1.18904
H -1.58786 -1.72779 -1.33351
H -2.45240 -1.43257 0.18462
H -0.30436 0.35975 -1.07047
H -0.99718 0.77251 1.83219
H -2.17942 1.40121 0.67926
H -0.48185 1.93172 0.61491
H -0.15980 -1.23195 1.55911
H 2.13783 -0.33362 1.68085
H 1.89616 0.35692 -1.30002
H 3.30146 0.63354 -0.27204
H 1.87581 1.67369 -0.10020

Here are the Mulliken charges for atoms 1 to 4, given in e: atom 1 (C): -1.65, atom 2 (C): 0.89, atom 3 (C): -1.25, atom 4 (C): -0.38


Please write out number 1 again, unchanged.
This record from OMol25 describes a cluster of 2 separate species, C6H13NO in total. The level of theory is ωB97M-V with the def2-TZVPD basis set.

For the total energy, the calculation gives -366.32926 Ha. The value obtained for the HOMO energy is -7.7 eV. Its HOMO-LUMO gap is 0.315 Eh.

CARTESIAN COORDINATES (ANGSTROEM)
C 0.09993 1.64903 -2.22855
C -0.67607 1.50286 -1.15657
C -0.22163 0.93244 0.13076
N 1.01237 1.36411 0.57214
C -0.83879 -0.19980 0.51258
C -0.57086 -0.78041 1.87926
C 0.54420 -1.87236 1.87449
H 0.03034 2.32138 -3.06309
H 1.11574 1.24133 -2.23759
H -1.57975 2.12560 -1.18333
H 1.49591 1.02752 1.38979
H 1.37001 2.29775 0.43224
H -1.81920 -0.35071 0.09434
H -0.11653 0.02938 2.46051
H -1.45653 -1.24759 2.30244
H 1.11128 -1.86183 2.81156
H 0.13936 -2.88540 1.76517
H 1.24053 -1.66330 1.06574
O 0.03827 -1.74966 -1.59119
H 0.59670 -1.77901 -0.81612
H 0.46917 -2.11394 -2.38372

Here are the Mulliken charges for atoms 1 to 4, given in e: atom 1 (C): -0.77, atom 2 (C): -0.32, atom 3 (C): 0.70, atom 4 (N): -0.42